The following is a DFT calculation (ωB97M-V with the def2-TZVPD basis set) of a structure of composition C8H16ClO20S4Ti at a distorted geometry.

Each line ends with the Löwdin spin population.
Geometry (Å):
Ti -0.1673 2.0202 0.6089  2.903
Cl -4.4559 4.6266 3.1498  0.002
O -3.9245 3.6966 2.2316  0.010
O -4.1720 6.0179 2.7387  0.000
O -5.8286 4.3572 3.3049  0.000
O -3.9254 4.5759 4.4888  0.000
C 2.8264 -1.2751 3.8794  0.000
C 2.2066 -2.6297 4.1281  0.000
O 1.4106 -2.3475 5.1908  0.000
S 0.5936 -0.9046 4.9940  0.010
O 0.4488 -0.2439 6.2630  0.000
O -0.6367 -1.1893 4.2808  0.004
O 1.7981 -0.2685 4.0214  0.014
H 3.2604 -1.2123 2.8816  0.000
H 3.5903 -1.0071 4.6093  0.000
H 2.8890 -3.4792 4.1515  0.000
H 1.5853 -2.9686 3.2990  0.000
C -5.0760 5.6598 -2.6829  0.000
C -4.2790 6.9398 -2.7449  0.000
O -2.9108 6.4635 -2.6184  0.000
S -2.7610 4.9668 -3.4107  0.005
O -2.3138 3.9853 -2.4587  0.019
O -2.1670 5.1604 -4.7731  0.000
O -4.4023 4.7733 -3.5331  0.000
H -6.1279 5.7833 -2.9407  0.000
H -5.1660 5.2161 -1.6914  0.000
H -4.5362 7.6050 -1.9206  0.000
H -4.5971 7.4584 -3.6493  0.000
C -1.4697 -5.7645 0.8026  0.000
C -0.1800 -6.3156 0.1485  0.000
O 0.6094 -5.2010 -0.0843  0.000
S -0.2908 -3.8754 -0.4281  0.003
O -0.5989 -3.8213 -1.8887  0.000
O 0.2910 -2.6796 0.1737  0.009
O -1.6514 -4.4444 0.2812  0.000
H -1.3476 -5.6099 1.8747  0.000
H -2.2801 -6.4273 0.4993  0.000
H -0.4492 -6.8197 -0.7797  0.000
H 0.3606 -7.0325 0.7664  0.000
C 5.2988 -1.7292 -3.9316  0.000
C 4.9263 -2.3182 -2.6095  0.000
O 4.6508 -1.2679 -1.7236  0.000
S 4.5129 0.1482 -2.5946  0.004
O 5.8155 0.8552 -2.6088  0.000
O 3.2891 0.7776 -2.2312  0.014
O 4.4077 -0.6671 -4.0258  0.000
H 4.9217 -2.4008 -4.7029  0.000
H 6.3228 -1.3571 -3.8991  0.000
H 5.6903 -2.9303 -2.1301  0.000
H 4.0092 -2.8994 -2.7065  0.000

Properties
- <S²>: 3.7504
- Net charge: 0
- Energy above the lowest of the compared OMol25 structures with the same formula, charge and spin: 143.5 kcal/mol
- LUMO (alpha / beta): -0.1142 / -0.0769 Ha
- Spin multiplicity: 4
- Frontier orbital gap (alpha / beta): 0.160 / 0.197 hartree

---

The following is a DFT calculation (ωB97M-V with the def2-TZVPD basis set) of a cluster of 2 separate species, C8H16FNO5P in total.

Each line ends with the natural charge from an NBO analysis.
Geometry (Å):
O -4.7695 0.0323 1.9836  -0.965
P -3.1600 0.1763 2.1848  1.427
O -2.8193 -1.2759 2.8954  -1.033
C -2.6037 -0.3798 0.4487  -0.451
N -2.0162 -1.7727 0.4242  -0.503
C -0.5442 -1.8027 0.7651  -0.265
C -0.0242 -0.4797 1.2865  -0.135
O -0.4210 0.6692 0.5435  -0.501
C -1.5851 0.5589 -0.1867  0.472
F -2.1738 1.8024 -0.2385  -0.324
H -5.0327 -0.6221 1.3309  0.488
H -3.6344 -1.7050 3.1784  0.516
H -3.4728 -0.3843 -0.2106  0.246
H -2.1366 -2.1372 -0.5189  0.436
H -2.5349 -2.3960 1.0401  0.454
H 0.0303 -2.1646 -0.0813  0.239
H -0.4089 -2.5261 1.5651  0.255
H -0.2626 -0.3397 2.3410  0.202
H 1.0636 -0.5334 1.2174  0.286
H -1.3620 0.2546 -1.2186  0.143
O 3.0662 -0.3279 0.5243  -0.603
C 3.2081 0.4397 -0.3885  0.805
O 4.3558 1.0773 -0.6455  -0.467
C 4.1834 1.9992 -1.7464  -0.072
C 2.9720 1.4792 -2.5178  -0.431
C 2.1547 0.8501 -1.3914  -0.534
H 4.0167 2.9938 -1.3308  0.189
H 5.0968 2.0106 -2.3331  0.211
H 2.4529 2.2551 -3.0751  0.231
H 3.2844 0.7089 -3.2234  0.216
H 1.4857 1.5626 -0.9074  0.249
H 1.5911 -0.0228 -1.7150  0.220

Properties
- Net charge: +1
- LUMO: -0.1351 Ha
- Frontier orbital gap: 0.340 hartree

---

Electronic energy (Ha)
-4720.9606; -1186.3904